The following is a DFT calculation (wB97M-V/def2-TZVPD) of a 2-piece molecular cluster, C27H33N3O4 overall.

Geometry as XYZ:
```
67
Properties=species:S:1:pos:R:3:forces:R:3
O -0.05459 2.17295 2.09594 0.5 -1.0 -0.7
C -0.22661 1.13960 1.48508 -2.6 0.5 2.1
N -0.19166 0.98603 0.06585 4.4 3.1 0.4
N 0.11878 2.04754 -0.56510 -2.8 -2.8 -1.2
C -0.85400 3.09523 -0.46833 -0.4 2.1 1.9
O -1.98436 2.94575 -0.04131 1.4 0.1 -1.2
O -0.30982 4.22716 -0.95802 -0.7 -0.9 0.1
C -1.26097 5.30082 -1.20957 0.0 0.0 0.0
C -0.46945 6.53872 -1.49994 0.1 0.4 0.0
C 0.16308 6.67972 -2.73833 0.1 0.3 0.2
C 0.95139 7.80445 -2.99758 -0.1 -0.1 0.1
C 1.10302 8.80223 -2.02511 -0.2 -0.4 0.1
C 0.44383 8.67195 -0.79695 0.0 -0.1 -0.1
C -0.35023 7.55069 -0.53846 0.2 -0.2 -0.3
O -0.46931 -0.05739 2.05036 0.6 1.1 -0.4
C -0.41190 -0.09906 3.50371 0.2 -0.1 0.0
C -0.85656 -1.49233 3.84536 -0.3 -0.6 0.0
C -1.61955 -1.75199 4.98965 0.2 0.0 -0.4
C -2.20488 -3.01006 5.16422 0.2 0.0 -0.1
C -2.04035 -4.00566 4.19266 0.1 0.2 0.0
C -1.22870 -3.76269 3.07875 0.2 0.2 0.3
C -0.59815 -2.52625 2.93220 -0.2 -0.1 0.2
H -1.90674 5.43263 -0.33426 0.1 -0.1 -0.2
H -1.85883 5.00810 -2.08472 0.0 0.0 0.3
H 0.02770 5.89598 -3.48757 0.2 0.3 0.2
H 1.45554 7.89321 -3.95993 -0.1 0.0 0.2
H 1.72849 9.67468 -2.22637 -0.2 -0.3 0.1
H 0.55198 9.44243 -0.03179 0.0 -0.2 -0.3
H -0.88609 7.43277 0.40617 0.3 0.1 -0.2
H 0.61621 0.09802 3.85011 -0.3 0.1 -0.3
H -1.08022 0.66550 3.92095 0.2 -0.2 -0.1
H -1.74541 -0.94125 5.71257 -0.2 -0.4 -0.1
H -2.79858 -3.20506 6.05761 0.1 0.0 -0.3
H -2.53222 -4.97264 4.30612 0.1 0.3 0.0
H -1.06866 -4.52393 2.31251 -0.1 0.1 0.3
H 0.06596 -2.34762 2.08510 -0.4 0.0 0.1
C -0.66696 -1.52445 -0.74305 1.3 -2.2 -1.1
C -0.01034 -2.67250 -1.12504 -1.7 1.2 1.0
N 1.36287 -2.76840 -1.14076 1.0 -0.3 0.2
C 1.98972 -4.06612 -1.34980 0.0 -0.1 -0.3
C 3.43974 -4.10615 -0.88187 -0.2 0.1 -0.1
C 4.24714 -2.99669 -1.53774 0.0 0.0 0.0
C 3.63239 -1.63223 -1.25540 -0.1 0.1 0.4
C 2.10385 -1.54659 -1.37307 0.1 0.3 -0.4
C -0.78721 -3.93252 -1.41611 -0.3 -0.3 0.1
C -2.25037 -3.66271 -1.77216 0.0 0.2 0.0
C -2.92537 -2.73540 -0.76202 0.0 0.0 0.2
C -2.11137 -1.46704 -0.42307 -0.8 0.3 -0.2
H -0.11005 -0.61042 -0.60258 -0.2 -1.0 -0.2
H 1.95035 -4.34617 -2.42091 0.1 -0.1 0.1
H 1.43368 -4.84268 -0.80284 0.1 0.4 -0.2
H 3.85643 -5.08651 -1.13361 0.0 0.1 0.0
H 3.46858 -4.00787 0.21042 0.0 0.1 -0.1
H 5.26821 -3.01185 -1.14804 0.0 0.0 -0.2
H 4.29796 -3.16661 -2.61977 0.0 -0.1 0.1
H 3.90044 -1.32206 -0.23804 0.1 -0.1 -0.1
H 4.04915 -0.88216 -1.93490 0.0 -0.1 0.2
H 1.85071 -1.12936 -2.36795 -0.1 -0.2 0.2
H 1.78177 -0.79269 -0.64640 0.0 -0.1 -0.1
H -0.33532 -4.48850 -2.25071 0.0 0.1 0.3
H -0.75939 -4.58632 -0.52497 0.0 0.0 -0.3
H -2.78629 -4.61804 -1.80488 0.0 0.1 0.0
H -2.31617 -3.23334 -2.78109 0.1 0.0 0.2
H -3.09365 -3.29105 0.17082 0.0 0.0 -0.2
H -3.90887 -2.43687 -1.14229 0.1 -0.1 0.1
H -2.23479 -1.25416 0.65592 0.1 -0.1 -0.3
H -2.55502 -0.59276 -0.92964 0.0 -0.2 0.1
```
Positions in Å, forces in eV/Å.

As for the total charge: 0. For the relative energy (zero: lowest compared OMol25 entry of this formula, charge and spin), the calculation gives 503.87 kJ/mol. As for the HOMO energy: -6.72 eV. The molar mass comes out at 463.58 Da. The structure (SMILES) is O=C(/N=N\C(=O)OCc1ccccc1)OCc1ccccc1.C1=C(N2CCCCC2)CCCC1. The orbital gap is 0.16220 Eh.

The following is a DFT calculation (wB97M-V/def2-TZVPD) of one molecule with the formula C27H33N3O6S.

Geometry as XYZ:
```
70
Properties=species:S:1:pos:R:3:forces:R:3
C 1.88635 2.60997 1.16800 0.0 0.0 0.0
C 1.61724 1.76158 -0.03490 0.0 0.0 -0.2
C 2.53733 1.70627 -1.07096 -0.1 0.0 0.0
C 2.30694 0.93491 -2.19591 0.0 0.0 -0.1
C 1.13210 0.21722 -2.29855 -0.1 0.1 0.0
C 0.20173 0.26573 -1.26669 0.5 0.2 0.1
C 0.42553 1.03123 -0.12395 0.0 -0.1 -0.2
C -0.56700 1.07766 0.99243 0.0 0.0 0.1
H -0.13091 0.64572 1.89239 0.0 0.0 0.1
H -1.46356 0.51457 0.75498 0.0 0.0 0.1
H -0.85235 2.10590 1.20612 -0.1 0.1 0.0
N -1.02427 -0.46026 -1.41378 0.2 0.2 -0.1
C -1.12467 -1.75843 -1.08839 0.0 -0.2 0.1
O -2.18111 -2.38343 -1.07704 0.0 -0.2 -0.1
C 0.14965 -2.46938 -0.70480 -0.2 -0.3 0.6
H 1.04577 -1.88062 -0.87528 0.1 -0.1 0.1
H 0.18803 -3.41774 -1.23731 0.0 0.0 -0.1
S 0.03861 -2.91422 1.09404 0.6 -1.0 -1.1
O 0.48480 -1.72571 1.83515 0.0 1.0 0.8
C 1.54144 -4.01236 1.07730 -0.5 0.2 -0.2
C 2.70091 -3.35034 0.35532 -0.2 0.0 0.3
O 3.20300 -3.84588 -0.63062 0.1 -0.1 -0.2
N 3.05286 -2.17461 0.93141 -0.1 0.1 0.4
C 4.02316 -1.25690 0.51560 0.4 0.1 -0.4
C 4.83154 -1.46572 -0.59445 -0.2 -0.3 0.0
C 5.78473 -0.52711 -0.97862 0.2 0.5 0.2
C 5.89939 0.61045 -0.21972 -0.4 -0.1 0.4
C 5.08964 0.82007 0.89779 0.3 -0.3 -0.5
C 4.14593 -0.09239 1.28775 0.2 0.2 0.0
H 3.52076 0.07779 2.14786 -0.1 0.0 0.2
O 5.39738 2.02985 1.46250 -0.4 -0.3 0.1
C 6.44256 2.56661 0.67917 0.6 1.1 0.2
O 6.73752 1.68497 -0.38061 0.0 -0.3 -0.3
H 7.33855 2.70565 1.30573 -0.2 -0.1 -0.1
H 6.13360 3.54310 0.27239 0.0 -0.3 0.1
H 6.40919 -0.68801 -1.84054 0.1 0.0 -0.1
H 4.71790 -2.37032 -1.16679 0.0 0.0 0.0
H 2.42434 -1.82565 1.65346 0.0 -0.2 -0.2
H 1.27487 -4.94467 0.58543 0.1 0.0 0.0
H 1.78029 -4.19633 2.12404 -0.1 0.0 0.1
C -2.11951 0.31516 -2.00872 -0.5 0.1 -0.3
C -2.72957 -0.39087 -3.21911 0.1 0.0 0.1
H -3.17197 -1.34167 -2.93681 0.0 0.0 -0.1
H -3.50054 0.24340 -3.64882 -0.1 0.1 -0.1
H -1.96447 -0.57093 -3.97197 0.1 0.0 -0.1
H -1.66519 1.25503 -2.34102 -0.2 -0.2 0.2
C -3.22673 0.72869 -1.01185 0.5 -0.2 -0.3
O -3.49457 1.90481 -0.85821 -0.1 0.4 0.0
N -3.83659 -0.29759 -0.40715 -0.1 -0.5 0.2
H -3.49872 -1.23229 -0.62327 0.0 0.2 0.0
C -4.90324 -0.17138 0.56455 -0.1 0.5 0.0
H -5.16856 -1.18797 0.87062 0.0 0.0 0.0
C -4.53840 0.66052 1.79840 0.0 -0.1 0.1
C -5.89178 0.92659 2.45781 0.1 0.0 0.1
C -6.92196 0.93255 1.30938 -0.1 0.0 -0.1
H -7.39314 1.90806 1.20120 -0.1 0.0 0.0
H -7.71024 0.20503 1.50504 -0.1 0.0 0.0
C -6.14670 0.55651 0.04191 -0.1 -0.1 0.0
H -6.73052 -0.05902 -0.64101 0.0 0.0 -0.1
H -5.81947 1.45163 -0.48528 0.0 0.0 0.0
H -6.12394 0.13050 3.16657 0.0 0.0 0.1
H -5.88938 1.86773 3.00502 0.0 0.0 0.1
H -4.08790 1.59351 1.46166 0.1 0.0 0.0
H -3.84008 0.14710 2.45844 0.1 0.0 0.0
H 0.92599 -0.38737 -3.16958 0.0 -0.1 -0.1
H 3.03680 0.89703 -2.98941 0.1 0.0 -0.1
H 3.44879 2.28027 -1.00025 0.1 0.1 0.0
H 2.90711 2.98147 1.16059 0.1 0.0 0.0
H 1.20557 3.46108 1.18798 0.0 0.1 0.1
H 1.72912 2.04327 2.08331 0.0 0.0 0.1
```
Positions in Å, forces in eV/Å.

As for the total charge: 0. For the relative energy (zero: lowest compared OMol25 entry of this formula, charge and spin), the calculation gives 0.00 kJ/mol. As for the HOMO energy: -7.97 eV. The molar mass comes out at 527.64 Da. The orbital gap is 0.31194 Eh.

The following is a DFT calculation (wB97M-V/def2-TZVPD) of C27H33N4PRu as an isolated structure.

Geometry as XYZ:
```
66
Properties=species:S:1:pos:R:3:forces:R:3
Ru 0.81240 0.11033 0.15978 -0.2 0.2 -0.2
C -0.80438 -1.37659 4.21251 0.0 0.0 0.0
C -1.89266 -1.56995 3.35439 0.0 0.0 0.0
C -1.68498 -1.81367 2.01295 0.0 0.0 0.0
C -0.36442 -1.92720 1.51189 0.0 -0.1 0.0
C 0.73424 -1.73455 2.39450 0.0 -0.1 0.0
C 0.50284 -1.44691 3.72631 0.0 0.0 0.0
P -0.13189 -2.21608 -0.22993 0.2 0.0 0.2
C -1.41728 -3.09262 -1.03778 0.0 0.1 0.0
C -2.05158 -4.14437 -0.35124 0.0 0.1 0.0
C -2.95813 -4.93361 -1.03394 0.0 0.0 0.0
C -3.24083 -4.67519 -2.37232 0.0 0.0 0.0
C -2.61161 -3.63083 -3.04960 0.0 0.0 0.0
C -1.69338 -2.83791 -2.39124 0.1 0.0 0.0
C 1.57015 -2.49413 -0.63019 -0.2 0.1 -0.1
C 2.26405 -3.59495 -1.08025 0.1 0.0 0.0
C 3.63098 -3.42356 -1.31465 0.0 0.0 0.0
C 4.24572 -2.17937 -1.11981 0.0 0.0 0.0
C 3.52733 -1.07180 -0.70220 0.0 0.1 0.0
C 2.15245 -1.21547 -0.45197 0.2 -0.2 0.0
H -0.97659 -1.19487 5.26611 0.0 0.0 0.0
H -2.90037 -1.54937 3.74942 0.0 0.0 0.0
H -2.52982 -1.98559 1.35647 0.0 0.0 0.0
H 1.75083 -1.90406 2.05936 0.0 0.0 0.0
H 1.33900 -1.32961 4.40329 0.0 0.0 0.0
H -1.82197 -4.35839 0.68551 0.0 0.0 0.0
H -3.43944 -5.75843 -0.52564 0.0 0.0 0.0
H -3.95190 -5.29942 -2.89801 0.0 0.0 0.0
H -2.83342 -3.45168 -4.09286 0.0 0.0 0.0
H -1.17746 -2.04809 -2.92568 0.0 0.0 0.0
H 1.78376 -4.55132 -1.24424 0.0 0.0 0.0
H 4.22477 -4.26475 -1.64986 0.0 0.0 0.0
H 5.30794 -2.08392 -1.30607 0.0 0.0 0.0
H 4.03375 -0.12749 -0.56940 0.0 0.0 0.0
C 4.34426 4.08002 1.11142 0.0 0.1 0.1
N 3.95290 3.24262 -0.05156 0.0 0.0 0.0
C 4.67743 3.45960 -1.33054 0.1 0.0 -0.1
C 3.01387 2.39050 0.03385 0.1 -0.1 0.2
N 2.15222 1.59457 0.13583 -0.1 0.1 -0.2
H 4.10307 5.11888 0.89363 0.0 0.0 0.0
H 5.41774 3.97577 1.25573 0.0 0.0 0.0
H 3.82112 3.74781 2.00355 0.0 0.0 0.0
H 4.46241 4.46463 -1.68920 0.0 0.0 0.0
H 4.36414 2.72530 -2.06776 0.0 0.0 0.0
H 5.74377 3.36066 -1.13780 0.0 0.0 0.0
C -3.50748 1.78785 -0.62925 0.0 0.0 0.0
C -2.27813 0.85024 -0.61630 0.0 0.0 0.0
N -1.07900 1.54391 -0.06940 0.0 -0.1 0.0
C -1.40932 2.07201 1.28360 0.0 0.0 0.0
C -2.55101 3.11361 1.20866 0.0 0.0 0.0
N -3.04782 3.15032 -0.20614 0.0 0.0 0.0
C -1.96497 3.63342 -1.12470 0.0 0.0 0.0
C -0.75114 2.68974 -0.96456 0.0 0.0 0.0
H -4.28259 1.46996 0.06539 0.0 0.0 0.0
H -3.94702 1.87518 -1.62078 0.0 0.0 0.0
H -2.04527 0.50943 -1.62432 0.0 0.0 0.0
H -2.48496 -0.02270 -0.00032 0.0 0.0 0.0
H -0.51629 2.53170 1.70656 0.0 0.0 0.0
H -1.69466 1.23159 1.91692 0.0 0.0 0.0
H -2.21740 4.11633 1.46818 0.0 0.0 0.0
H -3.38906 2.85194 1.85141 0.0 0.0 0.0
H -3.83892 3.79754 -0.26073 0.0 0.0 0.0
H -1.72623 4.65855 -0.84914 0.0 0.0 0.0
H -2.36447 3.63243 -2.13700 0.0 0.0 0.0
H 0.09356 3.22330 -0.53566 0.0 0.0 0.0
H -0.44888 2.29869 -1.93521 0.0 0.0 0.0
```
Positions in Å, forces in eV/Å.

The spin multiplicity is 5. As for the total charge: +4. For the relative energy (zero: lowest compared OMol25 entry of this formula, charge and spin), the calculation gives 0.00 kJ/mol. As for the HOMO energy (alpha / beta): -19.50 / -19.86 eV. The molar mass comes out at 545.63 Da. The orbital gap (alpha / beta) is 0.27593 / 0.20229 Eh.

- The lowest molar mass belongs to which entry?
  C27H33N3O4

- Among the records above, which one has the highest total charge?
  C27H33N4PRu